{"formula": "C3H6N2O", "method": "the ωB97M-V functional and the def2-TZVPD basis", "elements": ["C", "C", "C", "N", "N", "O", "H", "H", "H", "H", "H", "H"], "xyz": [[-0.12754, -0.61019, -0.03635], [1.07827, 0.29636, 0.06329], [0.21523, 1.54835, -0.13612], [-1.02741, 0.32824, 0.00184], [-0.43170, -1.90369, -0.07584], [-2.24097, 0.43992, -0.11329], [1.49305, 0.31638, 0.99837], [1.92665, 0.05906, -0.76967], [0.13665, 2.07001, 0.77685], [0.15436, 2.22669, -0.86144], [0.23930, -2.72719, -0.08997], [-1.41589, -2.04394, 0.24233]], "atomic_forces_ev_per_a": [[0.51, 2.19, 0.32], [1.34, -1.05, -4.87], [-2.08, -5.15, 4.08], [3.39, 3.26, -1.49], [-0.58, -3.32, 0.43], [-1.96, -0.65, 0.23], [1.45, -0.22, 2.29], [-1.92, 0.69, 1.95], [-0.01, 0.73, 1.15], [-0.07, 1.82, -3.76], [-1.41, 2.10, 0.25], [1.34, -0.41, -0.59]], "homo_lumo_gap_ev": 8.2, "multiplicity": 1, "relative_energy_kcal_mol": 114.0, "largest_force_ev_per_a": 6.89, "total_energy_ev": -8231.7559}



{"formula": "C33H42BN8O2PbSSi", "method": "the ωB97M-V functional and the def2-TZVPD basis", "elements": ["Pb", "C", "C", "N", "N", "C", "B", "N", "C", "C", "C", "N", "N", "C", "C", "C", "N", "H", "H", "H", "H", "H", "H", "H", "H", "H", "H", "O", "S", "O", "N", "C", "C", "C", "C", "C", "C", "C", "C", "N", "C", "C", "C", "C", "C", "C", "C", "H", "H", "H", "H", "H", "H", "H", "H", "H", "H", "H", "C", "Si", "C", "C", "C", "C", "C", "C", "C", "C", "H", "H", "H", "H", "H", "H", "H", "H", "H", "H", "H", "H", "H", "H", "H", "H", "H", "H", "H", "H", "H"], "xyz": [[-0.35637, -0.07439, 0.51290], [-4.55631, -3.29060, 0.93530], [-3.46782, -3.44633, 1.85184], [-2.96991, -2.27560, 2.24443], [-3.77836, -1.29819, 1.64948], [-4.74427, -1.91638, 0.88844], [-3.83628, 0.11255, 2.26015], [-2.75575, 0.28052, 3.36369], [-2.79811, -0.23917, 4.61137], [-1.53703, -0.06090, 5.23594], [-0.81388, 0.73462, 4.32270], [-1.55076, 0.88316, 3.13761], [-3.72301, 1.21252, 1.13421], [-4.28493, 2.43930, 1.17509], [-4.23213, 3.02194, -0.08302], [-3.57595, 2.07544, -0.86548], [-3.28876, 0.95782, -0.16154], [-5.10958, -4.03523, 0.37919], [-2.95562, -4.34221, 2.23298], [-5.47834, -1.32913, 0.36282], [-4.91496, 0.18257, 2.82472], [-3.70560, -0.72992, 4.97503], [-1.23769, -0.32581, 6.25137], [0.17377, 1.20686, 4.33919], [-4.71995, 2.86192, 2.07444], [-4.57381, 4.01022, -0.35666], [-3.39882, 1.95163, -1.95849], [-1.34032, -4.02207, -1.12397], [-0.42131, -3.10954, -1.77152], [0.53504, -3.50626, -2.78203], [0.32375, -2.28641, -0.52279], [1.33162, -3.00661, 0.06054], [1.67338, -4.32051, -0.33633], [2.81174, -4.94068, 0.20481], [3.58796, -4.33572, 1.17246], [3.19827, -3.07305, 1.69536], [3.81067, -2.53580, 2.82982], [3.43186, -1.29259, 3.28896], [2.32881, -0.63896, 2.66383], [1.65647, -1.17555, 1.65732], [2.02903, -2.40855, 1.14887], [-1.37043, -1.89087, -2.60202], [-2.65686, -1.60282, -2.11723], [-3.53776, -0.84626, -2.88849], [-3.07645, -0.30346, -4.06357], [-1.77390, -0.50159, -4.48816], [-0.88084, -1.25934, -3.73292], [0.93887, -4.84369, -0.98187], [3.09271, -5.94486, -0.16312], [4.47952, -4.84031, 1.59676], [4.63584, -3.12599, 3.24801], [3.98601, -0.81371, 4.09923], [2.00104, 0.34323, 2.97815], [-2.91389, -1.98990, -1.12534], [-4.56507, -0.72253, -2.57259], [-3.74641, 0.24886, -4.73803], [-1.44014, -0.08495, -5.44610], [0.17642, -1.40626, -4.00849], [0.19328, 2.19648, -2.52775], [1.37067, 1.65374, -1.14680], [1.58549, 3.23135, 0.08356], [1.76581, 4.55222, -0.70485], [2.78490, 2.97953, 1.02977], [0.30509, 3.35061, 0.97243], [3.12505, 1.17000, -1.99677], [4.03946, 0.55771, -0.94263], [2.89605, 0.08720, -3.05247], [3.81123, 2.40832, -2.53022], [0.80873, 2.49269, -3.37810], [-0.45103, 3.02781, -2.24114], [-0.47046, 1.37350, -2.85753], [2.61046, 4.61569, -1.38640], [1.83792, 5.33695, 0.04283], [0.92906, 4.77048, -1.33162], [3.72940, 3.31676, 0.59086], [2.85336, 1.92315, 1.32217], [2.65755, 3.54281, 1.99571], [-0.63445, 3.44066, 0.39943], [0.43352, 4.25764, 1.59400], [0.20275, 2.51364, 1.67019], [3.66072, -0.33550, -0.41385], [4.26877, 1.28894, -0.14128], [5.02821, 0.33213, -1.41581], [2.44060, -0.82024, -2.66124], [3.86474, -0.21031, -3.47469], [2.22849, 0.44885, -3.86279], [4.29736, 3.03002, -1.79056], [3.15409, 3.02381, -3.13143], [4.55782, 2.11296, -3.23028]], "atomic_forces_ev_per_a": [[0.26, -0.52, -0.48], [0.35, 0.65, 0.66], [0.51, 0.35, -0.37], [-1.49, 0.53, -0.65], [0.26, -2.13, 0.03], [1.12, 0.00, 0.55], [-0.22, 0.16, 0.00], [1.35, 0.38, 0.61], [0.85, -0.21, 0.12], [-0.85, 0.95, -0.41], [-1.70, -0.40, -2.52], [0.73, -0.31, 2.25], [-0.13, 0.09, -0.96], [-0.03, 0.07, -0.09], [0.19, 0.26, 0.36], [0.28, -2.09, -0.69], [-0.43, 1.00, 1.03], [0.10, 0.04, 0.22], [-0.45, 0.41, -0.49], [-0.02, 0.06, -0.05], [0.07, 0.40, -0.11], [0.52, 0.15, -0.24], [-0.26, 0.03, -0.47], [-0.46, -0.38, 0.24], [0.15, -0.32, -0.05], [0.00, -0.16, 0.01], [-0.05, 0.71, 1.01], [0.23, -0.39, -1.05], [0.31, 1.53, 1.58], [-0.22, -0.63, 0.09], [-0.14, -0.20, -1.02], [-0.62, -0.26, -0.49], [-0.32, 0.17, 0.69], [0.07, -0.39, -0.25], [0.31, -0.12, 0.18], [-1.51, -0.77, -0.72], [0.47, 0.80, 0.03], [-0.08, -0.11, -0.07], [0.35, -0.87, -0.39], [0.23, -0.50, -0.19], [1.69, 0.44, 0.98], [-0.99, 0.97, 0.75], [0.37, -0.41, 0.16], [0.29, -0.35, 0.71], [-0.46, 0.23, -1.19], [0.89, 0.14, -0.33], [0.26, -0.23, -0.44], [1.27, 0.15, 0.51], [-0.23, 0.62, 0.29], [-0.68, 0.37, -0.33], [-0.28, 0.51, 0.08], [-0.40, -0.09, -0.18], [0.03, 0.01, 0.13], [-0.26, -0.04, -0.51], [0.08, 0.19, 0.12], [0.20, -0.19, 0.46], [-0.12, -0.02, 0.48], [-0.76, 0.00, -0.06], [-0.08, -0.38, -0.28], [0.15, -0.13, 1.11], [-0.09, -0.74, -0.74], [0.17, -0.46, 0.80], [-0.50, 0.58, 0.66], [0.60, 0.35, -0.44], [-1.27, -0.38, 1.52], [1.03, 0.29, 0.80], [-0.36, 0.63, -0.71], [-0.49, -0.01, -0.63], [-0.14, 0.19, -0.28], [0.03, 0.08, 0.06], [0.38, 0.35, 0.14], [0.39, -0.28, 0.28], [0.14, 0.54, 0.01], [-0.92, 0.09, -0.28], [-0.06, -0.24, 0.02], [0.08, 0.18, -0.15], [0.07, -0.21, -0.74], [0.33, -0.06, 0.14], [-0.25, -0.21, -0.15], [-0.02, 0.01, -0.07], [-0.01, 0.20, -0.54], [-0.07, -0.37, -0.46], [-0.56, -0.16, 0.28], [-0.10, 0.00, 0.33], [-0.07, 0.08, -0.18], [0.43, -0.18, 0.21], [-0.10, 0.05, 0.40], [-0.40, 0.35, -0.02], [1.08, -0.39, -0.62]], "homo_lumo_gap_ev": 6.3, "multiplicity": 1, "relative_energy_kcal_mol": 1.8, "total_charge": -1, "largest_force_ev_per_a": 3.07, "total_energy_ev": -75558.0429}



{"formula": "C38H16Cl4N8O2Ru", "method": "the ωB97M-V functional and the def2-TZVPD basis", "elements": ["Ru", "C", "C", "C", "C", "C", "N", "C", "N", "C", "C", "C", "C", "C", "C", "C", "C", "N", "C", "N", "C", "N", "C", "N", "C", "N", "C", "C", "C", "C", "C", "C", "C", "C", "C", "C", "C", "C", "N", "C", "C", "H", "H", "H", "H", "H", "H", "H", "H", "H", "H", "H", "H", "H", "H", "H", "H", "Cl", "C", "C", "Cl", "C", "Cl", "C", "O", "C", "O", "C", "Cl"], "xyz": [[-0.00608, 0.15293, -0.05592], [-4.67393, -0.64011, 4.55702], [-5.29065, 0.44252, 3.91234], [-4.70487, 1.04721, 2.81145], [-3.49108, 0.54085, 2.36722], [-2.62194, 0.93011, 1.27218], [-1.55799, 0.06525, 1.22453], [-1.63764, -0.79583, 2.30148], [-0.70432, -1.63532, 2.75902], [0.30014, -1.98231, 1.99996], [1.36346, -2.91985, 2.37712], [1.69184, -3.50151, 3.58960], [2.78475, -4.35773, 3.61737], [3.51751, -4.63134, 2.45838], [3.17521, -4.05447, 1.24274], [2.09388, -3.19083, 1.22331], [1.48087, -2.42014, 0.13707], [1.76022, -2.55124, -1.13081], [1.11910, -1.81781, -2.04358], [0.39769, -0.65307, -1.85531], [0.11179, -0.10943, -3.08399], [-0.40154, 1.09369, -3.35266], [-0.97379, 1.79400, -2.40809], [-1.18661, 1.41959, -1.10389], [-2.12861, 2.24722, -0.54112], [-2.82603, 2.03258, 0.54326], [-2.38553, 3.34659, -1.47753], [-3.18435, 4.47280, -1.38076], [-3.22995, 5.32562, -2.47531], [-2.50729, 5.04400, -3.63978], [-1.72396, 3.90196, -3.73783], [-1.66893, 3.06543, -2.63595], [0.58117, -1.01591, -4.11586], [0.50762, -0.96064, -5.50068], [1.07310, -2.00322, -6.21804], [1.70324, -3.07265, -5.56475], [1.78006, -3.12100, -4.18177], [1.20705, -2.07786, -3.46695], [0.47009, -1.65984, 0.67617], [-2.87870, -0.53562, 3.00605], [-3.46032, -1.14003, 4.11263], [-5.15459, -1.08706, 5.41836], [-6.23742, 0.81222, 4.28596], [-5.16553, 1.89035, 2.31309], [1.11772, -3.28124, 4.48017], [3.07988, -4.81811, 4.55182], [4.36855, -5.29845, 2.51360], [3.73553, -4.25589, 0.33913], [-3.74619, 4.67484, -0.47819], [-3.83338, 6.22344, -2.42885], [-2.56383, 5.72802, -4.47721], [-1.17005, 3.66582, -4.63709], [0.02797, -0.12435, -5.99220], [1.03311, -1.99313, -7.30010], [2.13959, -3.87036, -6.15298], [2.27327, -3.93548, -3.66720], [-2.96914, -1.96694, 4.60887], [4.58162, 3.06683, 4.19459], [3.83870, 2.35956, 2.79649], [4.60648, 2.01179, 1.69160], [6.31910, 2.28143, 1.69448], [3.99687, 1.43697, 0.57418], [4.91021, 0.97673, -0.82346], [2.62548, 1.20998, 0.55530], [1.98423, 0.66603, -0.45586], [1.84904, 1.56494, 1.67164], [0.55780, 1.32200, 1.58323], [2.46026, 2.13047, 2.78344], [1.46009, 2.53501, 4.13880]], "atomic_forces_ev_per_a": [[0.86, 0.48, 0.41], [0.02, 0.02, -0.04], [0.04, -0.01, -0.01], [-0.03, 0.01, 0.05], [0.01, 0.09, -0.15], [-0.05, 0.41, -0.01], [-0.33, -0.28, -0.13], [0.14, -0.07, 0.23], [-0.34, 0.19, -0.05], [0.28, -0.31, -0.09], [-0.29, 0.21, 0.06], [0.07, -0.10, 0.07], [-0.08, 0.05, 0.03], [-0.02, 0.04, -0.09], [0.10, -0.11, 0.05], [-0.04, 0.12, -0.33], [0.00, -0.19, 0.40], [-0.16, 0.13, -0.33], [0.22, -0.08, 0.07], [-0.33, -0.32, -0.18], [0.03, 0.30, -0.12], [0.17, -0.41, -0.06], [-0.26, 0.40, 0.09], [0.04, 0.25, 0.00], [0.00, 0.22, -0.41], [-0.04, -0.37, 0.30], [0.01, -0.21, 0.32], [-0.08, 0.13, -0.06], [0.00, -0.05, 0.09], [0.06, -0.08, -0.03], [-0.07, 0.12, -0.08], [0.22, -0.32, -0.06], [-0.09, 0.16, 0.02], [0.03, -0.02, -0.05], [0.00, 0.00, 0.04], [-0.02, 0.03, 0.04], [0.03, -0.03, -0.07], [0.07, -0.08, 0.18], [0.25, 0.07, 0.14], [0.15, -0.11, -0.01], [-0.02, 0.01, 0.07], [0.00, 0.00, 0.00], [0.00, 0.00, 0.00], [0.01, -0.01, 0.00], [0.01, 0.00, -0.01], [0.00, 0.00, 0.00], [0.00, 0.00, 0.00], [0.00, 0.00, 0.01], [0.01, 0.00, 0.00], [0.00, 0.00, -0.01], [0.00, 0.00, 0.00], [0.00, 0.01, 0.01], [0.00, -0.01, 0.00], [0.00, 0.00, 0.00], [0.00, 0.01, -0.01], [-0.01, 0.01, 0.00], [-0.01, 0.00, -0.01], [-0.04, -0.04, -0.09], [-0.07, 0.01, 0.09], [0.07, -0.02, -0.08], [-0.09, -0.01, 0.01], [0.14, 0.00, -0.11], [-0.03, 0.03, 0.09], [-0.02, -0.05, -0.14], [-0.28, -0.08, 0.07], [-0.24, -0.04, -0.02], [-0.03, -0.18, -0.19], [0.00, 0.12, 0.18], [0.07, -0.02, -0.08]], "homo_lumo_gap_ev": [5.1, 5.2], "multiplicity": 6, "s2": 8.79, "total_charge": -1, "largest_force_ev_per_a": 1.07, "total_energy_ev": -108357.3235}



Question: Among the records above, which one has the highest multiplicity?
Answer: C38H16Cl4N8O2Ru



Question: What is the multiplicity in the first record?
Answer: 1



Question: The highest multiplicity belongs to which entry?
Answer: C38H16Cl4N8O2Ru